Record 1
A structure of composition C32H25BrCl8N4O7Sr in a non-equilibrium geometry, computed with wB97M-V/def2-TZVPD.

```
78
Properties=species:S:1:pos:R:3:forces:R:3
Sr -0.654 -0.481 -0.391 1.0298 -0.7259 -0.2274
O 2.862 0.504 2.123 -0.0263 -0.0411 -0.0271
C 3.701 1.198 1.222 -0.0002 -0.0451 -0.0024
C 4.585 0.232 0.443 -0.0122 0.0091 0.0043
C 3.792 -0.611 -0.558 0.0001 -0.0211 -0.0026
C 3.262 0.198 -1.711 0.0516 -0.0231 0.0034
C 4.135 0.835 -2.596 -0.0188 0.0155 -0.0433
C 3.621 1.594 -3.630 0.0506 -0.0174 0.0248
C 2.245 1.705 -3.756 -0.0494 -0.0229 0.0343
C 1.451 1.029 -2.844 0.0387 0.0863 -0.0203
N 1.943 0.291 -1.849 -0.1960 -0.0186 -0.0611
H 1.962 0.501 1.755 0.0048 0.1575 0.0275
H 4.338 1.875 1.804 -0.0098 0.0156 0.0184
H 3.107 1.807 0.533 -0.0215 0.0240 0.0170
H 5.081 -0.429 1.160 -0.0078 -0.0008 -0.0037
H 5.368 0.798 -0.074 0.0173 0.0090 -0.0123
H 2.944 -1.080 -0.057 0.0230 -0.0067 -0.0093
H 4.422 -1.417 -0.949 -0.0068 -0.0021 -0.0018
H 5.205 0.725 -2.464 -0.0012 0.0022 0.0041
H 4.283 2.096 -4.326 -0.0023 -0.0021 0.0062
H 1.791 2.299 -4.538 -0.0078 -0.0031 0.0014
H 0.369 1.084 -2.905 0.0180 0.0084 -0.0186
Br -1.996 0.281 5.036 0.0060 -0.0296 0.0221
C -1.884 1.706 3.765 0.0179 0.0187 -0.0455
C -2.794 2.747 3.871 0.0156 0.0257 -0.0272
C -2.673 3.770 2.946 -0.0247 -0.0167 0.0347
C -1.682 3.699 1.982 0.0113 0.0152 -0.0605
C -0.851 2.588 1.958 -0.0436 -0.0772 -0.0276
N -0.951 1.605 2.858 0.0018 0.0072 0.0225
C 0.167 2.422 0.822 -0.0772 0.0508 0.0503
O 0.467 3.435 0.186 0.0575 -0.0171 0.0478
O 0.557 1.231 0.626 0.3943 0.6806 0.3751
H -3.558 2.741 4.634 -0.0046 -0.0022 -0.0019
H -3.360 4.608 2.972 0.0010 -0.0014 -0.0007
H -1.542 4.459 1.227 -0.0023 -0.0013 0.0060
Cl -0.017 -2.029 2.514 -0.1427 0.1756 0.1234
C 0.916 -3.127 1.525 0.1439 -0.1788 -0.1497
C 1.081 -2.799 0.188 -0.0059 -0.1508 -0.0607
C 1.850 -3.704 -0.526 -0.0674 0.0195 0.2330
Cl 2.181 -3.377 -2.228 -0.0130 0.0247 -0.1035
C 2.413 -4.862 0.013 -0.0774 0.1575 0.0062
Cl 3.365 -5.952 -0.944 0.0496 -0.0724 -0.0462
C 2.203 -5.142 1.360 -0.0173 0.0248 0.0024
Cl 2.885 -6.566 2.073 0.0184 -0.0520 0.0275
C 1.447 -4.263 2.133 0.0164 0.0491 -0.0941
Cl 1.193 -4.603 3.813 -0.0125 -0.0129 0.0662
C -3.447 -2.975 -3.478 -0.0500 0.0250 0.0359
N -2.019 -3.269 -3.528 0.0011 -0.0096 -0.2035
C -1.570 -4.634 -3.706 0.0140 -0.0391 0.0949
C -1.179 -2.337 -3.136 -0.2333 0.1645 0.2652
N -0.513 -1.465 -2.774 0.1060 -0.1530 -0.5350
H -3.907 -3.203 -4.444 0.0343 -0.0266 -0.0143
H -3.584 -1.918 -3.248 -0.0174 -0.0234 0.0212
H -3.927 -3.566 -2.695 0.0275 0.0303 0.0254
H -1.864 -5.003 -4.693 0.0039 0.0079 -0.0009
H -2.007 -5.286 -2.945 -0.0066 0.0181 0.0149
H -0.487 -4.677 -3.614 -0.0016 0.0096 -0.0148
Cl -2.987 6.502 -5.601 -0.0008 0.0219 -0.0137
C -2.914 4.976 -4.738 -0.0029 -0.0275 0.0149
C -1.946 4.796 -3.766 0.0109 0.0048 0.0057
C -1.896 3.586 -3.084 0.0018 0.0214 0.0215
C -2.800 2.573 -3.382 0.0139 -0.0776 0.0092
C -3.762 2.780 -4.362 0.0039 0.0516 -0.0732
C -3.830 3.985 -5.048 0.0177 -0.0207 0.0351
C -2.739 1.237 -2.637 -0.0384 0.2184 -0.0576
O -3.550 0.361 -2.977 -0.0067 -0.0299 0.0388
O -1.866 1.184 -1.733 -0.0407 -0.1194 -0.0620
H -1.245 5.589 -3.543 -0.0040 -0.0007 0.0043
H -1.162 3.417 -2.305 0.0006 0.0060 -0.0130
H -4.452 1.975 -4.575 0.0001 -0.0039 0.0165
H -4.579 4.158 -5.810 0.0060 0.0004 -0.0057
Cl -5.701 -1.718 -0.869 -0.0977 -0.1042 -0.0334
C -4.706 -0.499 -0.055 0.1817 -0.0196 0.1035
Cl -5.523 0.063 1.423 -0.0707 0.0411 0.0840
C -3.254 -0.976 0.243 -0.4254 0.0831 0.0183
O -2.822 -1.951 -0.398 -0.0056 -0.0020 0.0036
O -2.609 -0.232 1.014 -0.5765 -0.0655 0.1646
H -4.639 0.348 -0.729 0.0362 -0.0160 -0.0616
```
Positions in Å, forces in eV/Å.

The HOMO-LUMO gap comes out at 7.21 eV. As for the total energy: -8266.70612 Eh. The value obtained for the highest occupied orbital energy is -3.38 eV. The max |F| is 1.28 eV/Å. As for the net charge: -2.

Atom charges from the Löwdin analysis, given in e for atoms 1 to 5: 1.42 -0.08 -0.27 -0.18 -0.15


Record 2
A structure of composition C32H25BrN3O2PRuSbSe4, computed with wB97M-V/def2-TZVPD.

```
70
Properties=species:S:1:pos:R:3:forces:R:3
Ru -0.745 -0.735 0.063 0.0914 -0.0601 0.0566
C 1.438 0.106 -4.741 -0.0100 0.0059 0.0092
C 1.217 0.856 -3.459 -0.0843 -0.0040 0.0088
C 2.172 1.696 -2.904 0.0590 0.0159 -0.0190
C 1.926 2.346 -1.705 -0.0223 0.0185 0.0101
C 0.716 2.093 -1.090 0.0077 0.0220 0.0319
Br 0.300 2.969 0.542 0.0233 0.1049 0.0868
N -0.194 1.265 -1.553 -0.0307 -0.0269 -0.1861
C 0.047 0.671 -2.729 0.0575 0.0709 0.0599
H 2.424 0.326 -5.154 0.0003 -0.0123 0.0138
H 0.685 0.372 -5.485 -0.0052 0.0012 0.0005
H 1.361 -0.968 -4.556 0.0090 -0.0066 -0.0253
H 3.126 1.829 -3.401 -0.0009 -0.0048 0.0002
H 2.652 3.001 -1.247 0.0074 -0.0030 -0.0032
H -0.709 -0.034 -3.058 -0.0148 -0.0153 -0.0103
Se -3.853 -4.246 -3.654 0.0342 0.0143 0.0205
Sb -3.003 -3.720 -1.463 0.0352 0.0367 -0.0522
Se -2.728 -1.208 -1.295 -0.0507 -0.1234 -0.0364
Se -0.755 -4.614 -0.791 -0.0515 0.0184 -0.0047
Se -4.134 -4.731 0.446 0.0216 0.0020 0.0066
N -1.643 -0.225 1.644 -0.0546 0.0191 -0.0402
P -1.724 -1.067 2.954 0.0060 0.0566 0.0122
C -0.878 -2.665 2.941 0.0323 0.0026 0.0401
C -1.555 -3.875 3.027 -0.0124 -0.0447 0.0056
C -0.851 -5.069 2.923 -0.0222 0.0164 -0.0054
C 0.521 -5.052 2.732 0.0133 0.0051 -0.0070
C 1.200 -3.843 2.631 -0.0148 0.0036 0.0064
C 0.505 -2.650 2.733 -0.0006 -0.0026 0.0026
C -3.435 -1.402 3.451 -0.0255 -0.0214 -0.0771
C -4.302 -1.722 2.408 -0.0095 0.0105 -0.0005
C -5.627 -2.036 2.678 -0.0037 0.0124 0.0194
C -6.094 -2.008 3.983 0.0026 -0.0050 -0.0282
C -5.236 -1.674 5.025 0.0116 0.0041 0.0148
C -3.907 -1.378 4.760 0.0109 -0.0049 0.0406
C -0.960 -0.176 4.347 -0.0021 -0.0162 0.0155
C -0.668 1.171 4.165 -0.0053 0.0078 0.0062
C -0.069 1.897 5.186 -0.0026 -0.0004 -0.0158
C 0.245 1.278 6.387 -0.0039 -0.0201 0.0137
C -0.029 -0.073 6.567 0.0094 0.0275 0.0075
C -0.624 -0.799 5.546 0.0002 -0.0072 -0.0177
H -2.632 -3.899 3.121 0.0008 0.0086 0.0000
H -1.391 -6.006 2.938 -0.0016 -0.0013 0.0043
H 1.060 -5.985 2.619 0.0077 0.0009 0.0031
H 2.265 -3.826 2.440 0.0007 -0.0058 -0.0050
H 1.023 -1.706 2.605 0.0063 -0.0004 0.0031
H -3.942 -1.737 1.385 0.0132 0.0183 0.0242
H -6.272 -2.323 1.859 -0.0136 -0.0037 0.0093
H -7.129 -2.253 4.194 -0.0012 0.0009 -0.0006
H -5.602 -1.649 6.045 0.0002 0.0015 0.0015
H -3.243 -1.119 5.576 -0.0024 0.0010 0.0009
H -0.894 1.619 3.204 0.0066 0.0042 0.0047
H 0.167 2.943 5.037 -0.0025 0.0017 -0.0007
H 0.719 1.843 7.181 0.0027 -0.0009 0.0011
H 0.235 -0.563 7.496 0.0026 -0.0012 0.0006
H -0.809 -1.860 5.670 -0.0022 0.0011 0.0027
O 1.277 -0.239 0.811 -0.0398 0.0404 0.0556
C 1.788 -0.860 -0.200 0.0919 -0.0300 -0.1044
N 0.886 -1.467 -1.027 -0.0671 -0.1342 0.0444
C 1.540 -2.075 -2.090 -0.0347 -0.1413 -0.0503
O 1.002 -2.694 -3.018 0.0230 0.0926 0.0140
C 2.964 -1.801 -1.887 0.0114 0.0485 -0.0139
C 4.079 -2.135 -2.650 -0.0132 0.0453 -0.0094
C 5.326 -1.693 -2.247 -0.0090 0.0007 0.0095
C 5.469 -0.917 -1.065 0.0419 0.0020 -0.0193
C 4.381 -0.583 -0.294 -0.0555 -0.0075 0.0108
C 3.109 -1.022 -0.698 0.0284 -0.0323 0.0493
H 3.957 -2.726 -3.551 -0.0100 -0.0054 0.0042
H 6.204 -1.941 -2.832 0.0060 0.0008 0.0074
H 6.458 -0.584 -0.768 -0.0002 -0.0023 -0.0066
H 4.496 0.012 0.606 0.0041 0.0003 -0.0007
```
Positions in Å, forces in eV/Å.

The HOMO-LUMO gap (alpha / beta) comes out at 4.35 / 5.85 eV. As for the total energy: -14405.53140 Eh. The value obtained for the highest occupied orbital energy (alpha / beta) is -0.43 / -2.06 eV. The max |F| is 0.19 eV/Å. The spin multiplicity is 6. As for the net charge: -2. The calculation puts the energy above the lowest of the compared OMol25 structures with the same formula, charge and spin at 0.00 kcal/mol.

Atom charges from the natural (NBO) analysis, given in e for atoms 1 to 5: 1.11 -0.65 -0.05 -0.14 -0.29


Record 3
A structure of composition C32H25Cl3N6O5RuTe in a non-equilibrium geometry, computed with wB97M-V/def2-TZVPD.

```
73
Properties=species:S:1:pos:R:3:forces:R:3
Ru 0.164 1.172 -0.517 1.6625 0.9742 0.0852
O 4.001 0.379 1.615 0.0627 0.0775 -0.1184
C 2.824 0.692 1.107 -0.4626 -0.3039 0.4100
O 2.656 1.425 0.152 -0.0591 -0.1622 -0.1546
C 1.670 0.093 1.870 0.4931 0.3101 -0.3924
C 1.787 -0.624 3.038 -0.3054 -0.1402 0.2605
C 0.610 -1.006 3.695 0.3299 0.0383 -0.0949
C -0.612 -0.624 3.178 -0.1891 0.1121 -0.1431
C -0.638 0.093 1.986 0.1497 -0.0893 0.1212
N 0.483 0.412 1.349 -0.1595 -0.0184 -0.0107
C -1.882 0.629 1.323 -0.0254 0.0939 -0.1090
O -2.973 0.477 1.799 0.0000 0.0076 0.0092
O -1.610 1.328 0.229 -0.8242 -0.6635 0.2398
H 4.697 0.826 1.105 0.0100 -0.0194 0.0151
H 2.762 -0.868 3.431 -0.0027 0.0006 0.0053
H 0.665 -1.579 4.610 -0.0051 0.0150 0.0087
H -1.553 -0.855 3.658 0.0155 -0.0160 0.0107
Cl -3.156 3.305 -7.147 0.0684 -0.0351 0.0923
C -2.279 2.778 -5.747 -0.1060 0.0952 -0.1230
C -2.142 3.625 -4.665 0.0258 -0.0289 -0.0092
C -1.447 3.185 -3.553 0.0225 0.0874 0.1818
Cl -1.298 4.302 -2.227 -0.0648 -0.0229 -0.1033
C -0.866 1.916 -3.456 0.0748 -0.1430 0.2347
O -0.180 1.423 -2.437 -0.0414 0.2395 -0.2493
C -1.030 1.111 -4.598 -0.0139 -0.1465 -0.1345
Cl -0.325 -0.481 -4.607 -0.0382 0.1008 0.0294
C -1.720 1.514 -5.723 0.0434 -0.0487 0.0204
H -2.565 4.619 -4.685 -0.0079 -0.0083 0.0184
H -1.816 0.851 -6.570 -0.0014 -0.0015 0.0073
C 0.988 3.564 2.426 -0.0165 -0.1275 0.0779
Te 0.452 3.702 0.366 0.0440 0.0021 -0.3341
C -1.442 4.335 1.071 -0.1147 -0.0304 0.0878
C -1.242 4.704 2.519 -0.0742 0.0292 -0.0405
C -2.228 5.404 3.212 0.0127 -0.0208 0.0066
C -2.043 5.738 4.541 -0.0040 0.0059 0.0110
C -0.868 5.380 5.192 0.0017 0.0018 0.0071
C 0.115 4.686 4.510 -0.0273 -0.0131 -0.0033
C -0.069 4.343 3.173 0.0788 -0.0246 0.0297
H 1.983 3.988 2.550 -0.0098 0.0322 0.0076
H 1.017 2.524 2.753 0.0003 0.0189 -0.0002
H -2.135 3.506 0.929 -0.0223 0.0229 -0.0074
H -1.777 5.175 0.468 0.0177 0.0349 0.0223
H -3.141 5.689 2.703 0.0050 -0.0020 -0.0037
H -2.811 6.286 5.071 0.0008 -0.0026 -0.0016
H -0.717 5.649 6.229 -0.0052 0.0017 -0.0029
H 1.034 4.412 5.014 0.0011 0.0061 -0.0072
C -1.312 -1.921 -1.277 0.0090 0.0256 0.0203
C 0.118 -1.727 -1.624 0.0196 -0.0200 0.0547
N 0.881 -0.707 -1.267 -0.5480 -0.2161 -0.1543
C 2.118 -0.891 -1.862 -0.0491 0.0510 0.1775
C 2.100 -2.056 -2.547 -0.0014 -0.0583 0.0008
N 0.836 -2.579 -2.386 0.0351 -0.0921 0.0071
C 0.362 -3.840 -2.945 0.0295 0.0958 0.0120
N -0.008 -4.772 -1.927 -0.0561 -0.0488 -0.0432
N -1.316 -5.116 -1.765 0.0197 -0.0474 0.0619
N -1.423 -5.925 -0.788 0.1108 0.0686 -0.0539
C -0.161 -6.141 -0.258 -0.1882 -0.1090 0.0925
C 0.245 -6.941 0.814 0.0015 0.0022 -0.0095
C 1.586 -6.950 1.113 0.0422 0.0376 -0.0403
C 2.512 -6.183 0.369 -0.0150 -0.0357 0.0432
C 2.125 -5.393 -0.689 -0.0632 -0.0214 0.0035
C 0.757 -5.399 -0.987 0.1540 0.1333 -0.0466
H -1.730 -0.989 -0.901 0.0022 0.0069 -0.0235
H -1.439 -2.701 -0.525 -0.0105 -0.0017 -0.0020
H -1.887 -2.214 -2.156 0.0044 -0.0185 0.0014
H 2.916 -0.178 -1.760 -0.0152 0.0186 -0.0375
H 2.853 -2.549 -3.138 -0.0030 0.0035 0.0066
H 1.168 -4.238 -3.560 -0.0070 -0.0078 -0.0205
H -0.518 -3.676 -3.564 -0.0108 -0.0040 0.0054
H -0.473 -7.527 1.372 -0.0018 0.0063 -0.0058
H 1.950 -7.558 1.929 0.0073 0.0041 -0.0032
H 3.559 -6.225 0.639 -0.0027 -0.0050 0.0034
H 2.842 -4.809 -1.252 -0.0030 -0.0073 -0.0067
```
Positions in Å, forces in eV/Å.

The HOMO-LUMO gap (alpha / beta) comes out at 6.53 / 6.30 eV. As for the total energy: -3682.49314 Eh. The value obtained for the highest occupied orbital energy (alpha / beta) is -10.37 / -10.39 eV. The max |F| is 1.93 eV/Å. The spin multiplicity is 2. As for the net charge: +1. The calculation puts the energy above the lowest of the compared OMol25 structures with the same formula, charge and spin at 0.00 kcal/mol.

Atom charges from the Löwdin analysis, given in e for atoms 1 to 5: 1.17 0.17 -0.46 0.00 -0.18


Record 4
A structure of composition C32H26BBrF5N2O4SV, computed with wB97M-V/def2-TZVPD.

```
73
Properties=species:S:1:pos:R:3:forces:R:3
V -0.157 -0.146 -0.298 -0.1829 0.0007 -0.0234
O 4.264 1.970 1.839 0.0951 -0.0459 -0.0065
C 4.831 1.085 0.977 0.0142 0.0889 0.0399
C 6.219 1.038 0.920 -0.0246 -0.0333 -0.0094
C 6.849 0.149 0.066 0.0081 0.0172 0.0060
C 6.104 -0.697 -0.743 -0.0139 0.0055 0.0056
C 4.719 -0.652 -0.681 0.0077 -0.0037 -0.0011
C 4.070 0.231 0.171 0.0006 -0.1688 0.0256
C 2.568 0.217 0.306 -0.0242 0.2499 0.0339
O 1.942 -0.555 -0.718 -0.3307 -0.0485 0.0347
N 2.064 1.569 0.243 0.0717 -0.0173 -0.1217
N 0.649 1.519 0.074 0.1885 -0.6130 0.2498
C 0.104 2.768 -0.011 -0.4960 0.4335 -0.1744
C -1.147 3.020 -0.537 0.3833 0.6856 0.5081
Br -1.865 1.507 -1.631 0.2318 -0.6420 -0.3296
C -1.999 4.089 -0.461 0.0814 -0.2204 -0.0230
C -1.990 5.122 0.555 -0.0715 -0.0897 0.0175
C -2.729 6.298 0.330 0.0147 -0.0059 0.0109
C -2.782 7.314 1.265 0.0089 -0.0053 0.0117
C -2.103 7.198 2.472 -0.0133 0.0493 0.0179
C -1.379 6.038 2.720 -0.0062 -0.0166 -0.0124
C -1.317 5.021 1.784 -0.0007 0.0482 0.0183
H 3.324 2.074 1.590 -0.0880 -0.0062 0.0036
H 6.781 1.709 1.555 0.0134 0.0151 0.0092
H 7.931 0.121 0.031 0.0140 -0.0022 -0.0011
H 6.593 -1.393 -1.411 0.0094 -0.0109 -0.0138
H 4.121 -1.312 -1.293 -0.0098 -0.0112 -0.0148
H 2.278 -0.207 1.279 -0.0011 0.0762 -0.0715
H 2.474 2.039 -0.566 -0.0661 -0.0253 -0.0669
H 0.697 3.615 0.315 0.0191 -0.0159 -0.0209
H -2.745 4.192 -1.239 0.0193 0.0599 -0.0673
H -3.266 6.401 -0.606 -0.0071 -0.0012 -0.0129
H -3.360 8.206 1.051 -0.0045 0.0097 0.0037
H -2.141 7.992 3.207 0.0023 0.0083 0.0066
H -0.858 5.919 3.662 0.0092 0.0030 0.0166
H -0.766 4.120 2.014 0.0287 -0.0244 -0.0131
F -5.362 -4.543 -0.932 0.0059 0.0101 0.0049
C -4.514 -3.668 -0.379 0.0316 0.0305 0.0229
C -3.436 -3.185 -1.099 -0.0417 0.0026 0.0773
F -3.234 -3.589 -2.356 -0.0063 -0.0058 -0.0018
C -2.581 -2.283 -0.499 0.0236 -0.0122 -0.0237
F -1.533 -1.842 -1.246 -0.0337 0.0329 0.0140
C -2.726 -1.818 0.800 0.1556 0.0135 0.0254
S -1.611 -0.672 1.528 0.0048 -0.1160 -0.0729
C -3.823 -2.330 1.491 -0.0304 -0.0007 0.0100
F -4.060 -1.952 2.752 0.0351 0.0109 -0.0159
C -4.702 -3.234 0.923 0.0373 0.0087 -0.0741
F -5.742 -3.696 1.628 0.0105 -0.0040 -0.0181
C 3.467 -8.064 1.206 -0.0048 -0.0009 -0.0134
C 2.157 -7.419 1.678 -0.0125 0.0108 -0.0039
C 1.019 -8.437 1.538 -0.0007 -0.0013 0.0027
C 2.297 -7.074 3.162 0.0195 -0.0040 -0.0022
C 1.873 -6.181 0.823 0.0213 0.0293 0.0269
C 1.531 -6.331 -0.518 0.0259 0.0499 0.0013
C 1.286 -5.241 -1.357 0.0072 -0.0303 0.0178
C 1.397 -3.983 -0.816 -0.0071 -0.0550 0.0450
O 1.205 -2.779 -1.416 -0.0964 0.1750 0.0734
B 1.317 -1.811 -0.348 0.1164 0.1304 -0.0584
O 1.779 -2.493 0.839 -0.0941 0.1011 -0.0342
C 1.740 -3.815 0.522 -0.0085 -0.0486 -0.0036
C 1.981 -4.885 1.352 -0.0350 -0.0180 -0.0256
H 3.681 -8.967 1.782 0.0052 -0.0233 0.0197
H 4.302 -7.371 1.327 0.0099 0.0163 -0.0024
H 3.409 -8.335 0.151 0.0030 -0.0121 -0.0102
H 1.189 -9.285 2.205 0.0097 -0.0164 0.0099
H 0.945 -8.827 0.524 -0.0094 0.0060 -0.0384
H 0.060 -7.985 1.794 -0.0179 0.0143 0.0231
H 2.446 -7.990 3.736 0.0012 -0.0091 0.0044
H 1.404 -6.576 3.542 -0.0288 -0.0056 0.0048
H 3.153 -6.425 3.347 0.0217 0.0170 -0.0037
H 1.449 -7.324 -0.939 -0.0018 -0.0369 -0.0135
H 1.012 -5.377 -2.395 -0.0030 -0.0052 -0.0266
H 2.234 -4.702 2.385 0.0058 0.0027 0.0232
```
Positions in Å, forces in eV/Å.

The HOMO-LUMO gap (alpha / beta) comes out at 5.56 / 5.45 eV. As for the total energy: -6085.97342 Eh. The value obtained for the highest occupied orbital energy (alpha / beta) is -3.29 / -3.17 eV. The max |F| is 0.94 eV/Å. The spin multiplicity is 2. As for the net charge: -1.

Atom charges from the Löwdin analysis, given in e for atoms 1 to 5: 0.51 0.05 -0.27 -0.02 -0.10